Entry 1:
The following is a quantum chemistry calculation of a structure of composition C31H50BF3N2O22S5V at a distorted geometry, from the Open Molecules 2025 dataset.

HOMO (alpha / beta) = -9.0 / -9.0 eV
charge = 0
spin multiplicity = 2
F_max = 9.2 eV/Å
gap between HOMO and LUMO (alpha / beta) = 4.36 / 4.72 eV

Element x y z (Å)
O 22.1680 12.0085 -15.4222
V 22.4785 10.5487 -15.7908
O 18.6242 8.1496 -17.4855
C 18.1800 9.0172 -16.7061
O 16.9689 9.1590 -16.1884
B 16.7976 10.3946 -15.3803
O 18.0529 11.0356 -15.4801
C 18.8626 10.3281 -16.1668
O 20.0817 10.5669 -16.2368
O 16.4050 9.9916 -14.0329
C 15.1274 10.3894 -13.8915
O 14.4248 10.1557 -12.8473
C 14.6394 11.1347 -15.1015
O 15.7024 11.2206 -15.8890
O 13.5388 11.6634 -15.4046
C 20.5626 10.2768 -20.0804
F 19.9130 11.4374 -19.8291
F 19.9090 9.2273 -19.5875
F 20.5901 10.1132 -21.4620
S 22.3629 10.4015 -19.3827
O 22.8484 11.6272 -20.0144
O 22.3280 10.4073 -17.9667
O 23.0752 9.1849 -19.8868
C 10.2924 8.7695 -18.4099
C 11.1721 9.7487 -19.1825
O 10.6523 10.6696 -19.8220
C 12.6157 9.7973 -18.8361
H 10.4927 8.8804 -17.3442
H 10.5223 7.7053 -18.4626
H 9.2436 8.9094 -18.6718
H 13.1040 8.8499 -19.0644
H 12.7902 10.1149 -17.8082
H 13.0788 10.5102 -19.5183
C 10.3387 10.7779 -15.3440
C 10.2755 9.4539 -14.5868
O 9.6700 8.5402 -15.0740
C 10.7069 9.5945 -13.1422
H 9.3816 11.0723 -15.7746
H 11.1569 10.6835 -16.0579
H 10.5864 11.6297 -14.7106
H 11.7823 9.4187 -13.1652
H 10.4383 8.7061 -12.5707
H 10.6201 10.5607 -12.6451
C 17.1704 6.7543 -12.5333
C 17.4810 5.4755 -13.1596
N 17.7149 4.4466 -13.6381
H 17.9533 7.5089 -12.6093
H 16.7932 6.5109 -11.5400
H 16.4119 7.1453 -13.2115
C 17.3478 13.4835 -18.2061
C 17.9319 14.8669 -18.0992
N 18.3136 15.9330 -17.9443
H 16.8460 13.0910 -17.3217
H 18.1796 12.8486 -18.5112
H 16.7092 13.4137 -19.0867
C 21.7090 4.6916 -15.7073
C 23.0644 5.4190 -15.3885
C 23.5186 6.2879 -16.6042
S 21.9843 7.1386 -16.9766
O 21.7795 7.0835 -18.4222
O 21.8437 8.4238 -16.3375
C 20.8374 5.9199 -16.0822
H 21.3098 4.0963 -14.8862
H 21.7856 4.0942 -16.6157
H 23.8822 4.7195 -15.2150
H 22.7997 6.0946 -14.5752
H 23.6778 5.6343 -17.4618
H 24.3275 7.0183 -16.5871
H 19.9459 5.6500 -16.6484
H 20.4930 6.3450 -15.1394
C 16.8298 5.6429 -18.3668
C 16.5252 4.2808 -18.9302
C 16.0328 4.3017 -20.3717
S 15.1917 5.8931 -20.6148
O 13.7964 5.8683 -20.1159
O 15.6062 6.4309 -21.9050
C 16.3078 6.7306 -19.3146
H 17.8999 5.8332 -18.2837
H 16.3295 5.6449 -17.3984
H 15.7456 3.7630 -18.3714
H 17.4013 3.6338 -18.9721
H 15.3964 3.5190 -20.7846
H 16.8722 4.2973 -21.0671
H 15.8952 7.6668 -18.9387
H 17.1119 7.0908 -19.9563
C 21.8431 8.9184 -10.1261
C 20.8760 10.0562 -10.1347
C 20.2429 10.1774 -11.6144
S 21.1681 8.9947 -12.7306
O 21.5143 9.8936 -13.8402
O 20.3669 7.7515 -12.8507
C 22.5307 8.6832 -11.4860
H 21.1348 8.1198 -9.9053
H 22.4196 8.6785 -9.2326
H 21.4917 10.9161 -9.8711
H 20.0645 9.9668 -9.4125
H 20.3682 11.1076 -12.1687
H 19.2143 9.8168 -11.6172
H 23.3840 9.3460 -11.6299
H 22.8258 7.6773 -11.7846
C 12.3198 12.0422 -11.2562
C 12.2352 12.7557 -12.6113
C 13.5312 13.5155 -12.6247
S 13.7188 14.3655 -11.0548
O 12.9587 15.6198 -11.1270
O 15.1301 14.3846 -10.5786
C 12.6248 13.1576 -10.2244
H 13.2014 11.4028 -11.3014
H 11.4834 11.4552 -10.8768
H 11.3043 13.3206 -12.6606
H 12.2093 11.9872 -13.3839
H 13.7937 14.1626 -13.4616
H 14.3930 12.8492 -12.5878
H 11.6520 13.6453 -10.1625
H 13.0380 12.8182 -9.2746

***

Entry 2:
The following is a quantum chemistry calculation of a structure of composition C19H16Cl5N2OS3Tc at a distorted geometry, from the Open Molecules 2025 dataset.

relative energy (zero: lowest compared OMol25 entry of this formula, charge and spin) = 17.0 kcal/mol
HOMO (alpha / beta) = -10.7 / -10.6 eV
charge = +1
spin multiplicity = 2
F_max = 2.3 eV/Å
gap between HOMO and LUMO (alpha / beta) = 5.88 / 5.96 eV

Element x y z (Å)
Tc -1.4062 0.7198 -0.3994
C -3.0224 -0.1119 1.0816
C -1.9922 0.3182 1.9376
C -1.8528 1.7199 1.7966
C -2.7924 2.1603 0.8466
C -3.5158 1.0239 0.3904
H -3.4229 -1.1125 1.0189
H -1.4580 -0.3108 2.6268
H -1.1663 2.3464 2.3466
H -2.9657 3.1791 0.5297
H -4.3826 1.0369 -0.2482
Cl -3.8029 0.6994 -3.0107
C -2.7028 -0.6374 -2.9017
C -1.7750 -0.7259 -1.8597
C -1.0174 -1.8835 -1.7971
Cl 0.0022 -2.1163 -0.4026
C -1.0650 -2.8743 -2.7654
Cl -0.0683 -4.2676 -2.6384
C -1.9380 -2.7289 -3.8360
Cl -1.9960 -3.9258 -5.0575
C -2.7779 -1.6186 -3.8944
Cl -3.8922 -1.4857 -5.1911
C 1.2884 0.3743 -4.1865
O 0.4064 0.8149 -3.1362
C -0.0133 2.0770 -3.1582
S 0.4010 3.2168 -4.2308
S -1.2039 2.4570 -1.9035
H 1.5166 -0.6579 -3.9416
H 2.1885 0.9833 -4.2063
H 0.7847 0.4468 -5.1457
C 4.5348 1.6027 3.3481
C 3.3306 0.7906 2.9936
C 2.8529 -0.2667 3.7049
C 1.7057 -0.9189 3.2376
N 1.0600 -0.5302 2.1311
C 1.5361 0.4934 1.4341
S 0.9414 1.0820 -0.0880
N 2.6493 1.1353 1.8750
C 1.1476 -2.0988 3.9700
H 5.0942 1.1264 4.1476
H 4.2316 2.5975 3.6809
H 5.1903 1.7240 2.4830
H 3.3564 -0.5933 4.6052
H 2.9791 1.9100 1.3107
H 1.9400 -2.8076 4.2159
H 0.3860 -2.5915 3.3702
H 0.7064 -1.7720 4.9164

***

Entry 3:
The following is a quantum chemistry calculation of a structure of composition C5H10N4 at a distorted geometry, from the Open Molecules 2025 dataset.

relative energy (zero: lowest compared OMol25 entry of this formula, charge and spin) = 112.9 kcal/mol
HOMO = -8.7 eV
charge = 0
spin multiplicity = 1
F_max = 1.4 eV/Å
gap between HOMO and LUMO = 9.51 eV

Element x y z (Å)
C 2.5003 -0.5746 -0.2024
N 2.1425 -0.1609 0.9528
C 0.6204 -2.1049 -0.8493
C 0.9027 -3.2466 -1.1551
H 2.4599 -0.7280 1.7345
H 0.9822 0.7252 0.9594
H 3.1541 -1.4247 -0.3692
H 2.1658 -0.0192 -1.0687
H 1.1847 -4.2248 -1.4543
C -0.9529 1.1374 0.0754
N -0.9824 0.0768 -0.6874
C -3.0994 1.9220 0.4920
N -1.9688 2.1038 -0.0330
N 0.0367 1.3962 0.9148
H -0.1655 -0.9213 -0.8057
H -1.7812 0.0005 -1.3010
H 0.0241 2.3118 1.3367
H -3.3646 1.0420 1.0857
H -3.8587 2.6893 0.3748

***

Entry 4:
The following is a quantum chemistry calculation of an isolated molecule of C2H4N4 at a distorted geometry, from the Open Molecules 2025 dataset.

relative energy (zero: lowest compared OMol25 entry of this formula, charge and spin) = 12.2 kcal/mol
HOMO = -9.2 eV
SMILES = Nc1ncn[nH]1
charge = 0
spin multiplicity = 1
F_max = 6.5 eV/Å
gap between HOMO and LUMO = 9.92 eV

Element x y z (Å)
N -0.0243 0.3415 -1.7265
C 0.0115 0.1506 -0.3665
N 0.4290 1.0250 0.5302
C 0.1659 0.3181 1.6734
N -0.3485 -0.8280 1.6102
N -0.4303 -0.9597 0.2520
H 0.1808 -0.4713 -2.2918
H 0.5256 1.1385 -2.0173
H 0.3169 1.0809 2.4822
H -0.8267 -1.7957 -0.1459

***

Entry 5:
The following is a quantum chemistry calculation of a structure of composition C22H20BrN4O7Sc at a distorted geometry, from the Open Molecules 2025 dataset.

relative energy (zero: lowest compared OMol25 entry of this formula, charge and spin) = 22.0 kcal/mol
HOMO = -9.3 eV
charge = 0
spin multiplicity = 1
F_max = 1.7 eV/Å
gap between HOMO and LUMO = 9.30 eV

Element x y z (Å)
Sc -0.1239 -0.0283 0.1379
O -1.0650 1.2032 -2.0586
C -1.8958 0.4101 -2.9061
C -2.8617 -0.3579 -2.0232
N -2.1675 -1.1993 -1.0451
C -1.4498 -2.2940 -1.7049
C -0.0578 -1.8498 -2.1909
O 0.4542 -2.3939 -3.1494
O 0.4709 -0.9176 -1.4700
C -3.0657 -1.6705 0.0202
C -2.4808 -1.3559 1.4129
O -2.9653 -1.8477 2.4058
O -1.4851 -0.5261 1.3698
H -0.2611 1.4202 -2.5424
H -2.4663 1.0558 -3.5789
H -1.2939 -0.2699 -3.5125
H -3.4710 0.3641 -1.4799
H -3.5206 -0.9535 -2.6705
H -1.2764 -3.0863 -0.9728
H -2.0120 -2.7191 -2.5423
H -4.0333 -1.1723 -0.0358
H -3.2559 -2.7423 -0.0444
C 3.0092 -3.6769 -0.9783
C 4.1076 -2.9116 -0.6274
C 3.9522 -1.9170 0.3230
C 2.6953 -1.7129 0.8781
N 1.6194 -2.4103 0.4982
C 1.7899 -3.3815 -0.3903
C 2.4532 -0.7418 1.9698
C 3.4395 -0.4062 2.8886
C 3.1324 0.4734 3.9120
C 1.8385 0.9576 4.0163
C 0.9080 0.5479 3.0784
N 1.2101 -0.2622 2.0671
H 3.0785 -4.4660 -1.7129
H 5.0713 -3.0909 -1.0849
H 4.7849 -1.2892 0.6095
H 0.9074 -3.9524 -0.6531
H 4.4216 -0.8511 2.8133
H 3.8873 0.7652 4.6300
H 1.5542 1.6376 4.8064
H -0.1271 0.8672 3.1321
Br -3.7676 1.8106 1.1677
C -2.4149 2.8656 0.3604
C -2.7789 4.0990 -0.1555
C -1.7765 4.9238 -0.6353
C -0.4642 4.4905 -0.5583
C -0.2133 3.2265 -0.0597
N -1.1760 2.4023 0.3812
C 1.2088 2.6784 -0.0180
O 2.1394 3.4574 -0.0040
O 1.2515 1.3954 0.0031
H -3.8150 4.4035 -0.1602
H -2.0126 5.8974 -1.0434
H 0.3694 5.1017 -0.8733

***

Entry 6:
The following is a quantum chemistry calculation of an isolated molecule of C7H7N3O4 at a distorted geometry, from the Open Molecules 2025 dataset.

relative energy (zero: lowest compared OMol25 entry of this formula, charge and spin) = 47.6 kcal/mol
HOMO (alpha / beta) = -8.1 / -8.1 eV
SMILES = N/C(c1ccccc1)=[N+](\[O-])O[N+](=O)[O-]
charge = 0
spin multiplicity = 1
F_max = 6.2 eV/Å
gap between HOMO and LUMO (alpha / beta) = 8.12 / 8.12 eV

Element x y z (Å)
N -0.2688 2.6588 0.1157
C -0.3907 1.2977 0.2749
C 0.6549 0.2986 0.1208
C 0.7140 -0.8112 0.9766
C 1.6375 -1.8091 0.8534
C 2.4425 -1.8056 -0.2930
C 2.4277 -0.6942 -1.1460
C 1.5409 0.3310 -0.9450
N -1.6602 0.9453 0.4191
O -2.5817 1.8190 0.3751
O -2.0481 -0.3739 0.3158
N -3.4475 -0.7595 -0.3237
O -3.8367 -1.7105 0.2442
O -3.7369 -0.1187 -1.2307
H 0.3221 3.0550 0.6918
H -1.2714 3.0288 0.1399
H 0.1782 -0.7573 1.9205
H 1.7499 -2.5708 1.7459
H 3.0023 -2.6640 -0.5158
H 3.0490 -0.4922 -2.1429
H 1.5230 1.1329 -1.5966

***

Entry 7:
The following is a quantum chemistry calculation of a structure of composition C15H15FeN5O3S4Sb, from the Open Molecules 2025 dataset.

relative energy (zero: lowest compared OMol25 entry of this formula, charge and spin) = 19.7 kcal/mol
HOMO (alpha / beta) = -0.8 / -0.9 eV
charge = -2
spin multiplicity = 2
F_max = 0.7 eV/Å
gap between HOMO and LUMO (alpha / beta) = 4.57 / 4.63 eV

Element x y z (Å)
Fe 0.6321 -1.9337 -0.3299
N 4.8233 -2.2702 -1.3410
C 3.6282 -1.8744 -0.7523
S 2.6387 -0.7354 -1.5951
N 3.4058 -2.3567 0.4314
N 2.2001 -1.8911 0.9408
C 2.1868 -1.5662 2.1672
C 1.0451 -0.9613 2.8479
C 1.1020 -0.8019 4.2296
C 0.1161 -0.1406 4.9409
C -0.9591 0.3982 4.2287
C -1.0346 0.2671 2.8577
C -0.0452 -0.4217 2.1133
O -0.1550 -0.5157 0.8309
H 4.7637 -2.2470 -2.3461
H 5.1365 -3.1607 -0.9812
H 3.1138 -1.7009 2.7255
H 1.9591 -1.2176 4.7529
H 0.1749 -0.0410 6.0173
H -1.7473 0.9216 4.7601
H -1.8784 0.6670 2.3065
S -1.7300 -6.4838 -1.4256
Sb -1.5229 -4.1978 -1.2208
S -0.3894 -3.5441 0.8927
S 0.7516 -3.5808 -1.9448
O -1.3829 4.7253 1.0189
C -1.9828 4.5848 -0.2583
N -1.5724 3.2911 -0.7299
C -1.8030 2.9471 -2.0163
O -2.3039 3.7490 -2.7972
C -1.4408 1.5553 -2.4374
C -1.6879 1.1642 -3.7439
C -1.3611 -0.1227 -4.1219
C -0.8032 -0.9825 -3.1811
N -0.5725 -0.6178 -1.9239
C -0.8818 0.6274 -1.5707
H -1.6055 5.5938 1.3599
H -1.6444 5.3475 -0.9618
H -3.0746 4.6494 -0.1857
H -1.2689 2.6191 -0.0425
H -2.1285 1.8790 -4.4281
H -1.5314 -0.4778 -5.1292
H -0.5059 -1.9983 -3.4229
H -0.6648 0.8548 -0.5347

***

Entry 8:
The following is a quantum chemistry calculation of a structure of composition C8H11I2NO4 at a distorted geometry, from the Open Molecules 2025 dataset.

HOMO (alpha / beta) = -6.4 / -9.4 eV
charge = 0
spin multiplicity = 3
F_max = 6.8 eV/Å
gap between HOMO and LUMO (alpha / beta) = 6.37 / 5.13 eV

Element x y z (Å)
C 2.1944 0.2352 -1.3737
C 1.5963 -0.8161 -0.8051
C -0.7440 -0.6579 -1.2850
C -1.6908 1.3100 1.0830
C 0.4919 -1.5241 -1.5351
C 1.8840 -1.2597 0.5809
C -2.2264 0.0519 0.4168
C 3.1868 1.1077 -0.7432
N 4.0140 1.7711 -1.7678
O -1.2229 0.0785 -2.0998
O 3.5034 2.6606 -2.3966
O 5.1247 1.3342 -1.9203
O -1.1601 -0.7969 -0.0286
I 3.6865 -2.4803 0.6382
I 2.2908 2.6340 0.5040
H 1.8996 0.5422 -2.3707
H -1.0311 1.0557 1.9106
H -1.1426 1.9215 0.3724
H -2.5260 1.8878 1.4679
H 0.3295 -2.5257 -1.1404
H 0.6761 -1.5638 -2.6086
H 2.0701 -0.4262 1.2544
H 1.0858 -1.8825 0.9726
H -2.8524 0.3095 -0.4427
H -2.7939 -0.5493 1.1287
H 4.1610 0.4655 0.0637